## P
136
Properties=species:S:1:pos:R:3 method="wB97M-V/def2-TZVPD" homo_ev=-9.039 e_lumo_ev=0.1 smiles=COC[C@H](C)N.COC[C@H](C)N.COC[C@H](C)N.COC[C@H](C)N.COC[C@H](C)N.COC[C@H](C)N.COC[C@H](C)N.COC[C@H](C)N charge=0 homo_lumo_gap_ev=9.15
C -5.7387 -0.7244 4.8246
C -4.4620 -0.9930 3.8981
C -4.1579 0.0061 2.8329
O -5.1964 -0.1326 1.8646
C -5.0218 0.3177 0.5686
N -3.3444 -0.9988 4.8493
H -5.6732 0.2876 5.2243
H -5.9545 -1.4591 5.6004
H -6.5629 -0.8039 4.1158
H -4.4710 -2.0195 3.5316
H -3.1617 -0.0928 2.4019
H -4.2623 0.9395 3.3862
H -4.7918 1.3755 0.6957
H -5.8625 0.0453 -0.0695
H -4.1963 -0.2011 0.0813
H -3.2888 -0.0657 5.2318
H -2.5357 -1.0926 4.2516
C -4.1765 5.4234 -6.9691
C -3.4219 4.3195 -6.0542
C -1.9194 4.2692 -6.3212
O -1.7161 4.1114 -7.6718
C -0.3267 4.2052 -8.0147
N -3.6417 4.6332 -4.6143
H -3.6655 6.3590 -6.7416
H -5.1990 5.7441 -6.7697
H -4.1562 5.1381 -8.0209
H -3.8906 3.3477 -6.2091
H -1.3943 3.5494 -5.6932
H -1.4974 5.2315 -6.0311
H 0.1728 5.0468 -7.5348
H -0.2277 4.1420 -9.0983
H 0.1946 3.3963 -7.5028
H -4.6478 4.5452 -4.6244
H -3.4957 5.6053 -4.3820
C -2.8086 0.4611 10.6327
C -3.1066 1.9472 10.3152
C -2.0459 2.5949 9.2716
O -2.1808 1.9488 8.0014
C -1.5146 2.5665 6.9036
N -4.4653 1.9563 9.8976
H -1.7881 0.4740 11.0156
H -2.7905 -0.2697 9.8242
H -3.4444 0.1860 11.4742
H -3.1366 2.6072 11.1821
H -1.0419 2.4868 9.6819
H -2.2193 3.6661 9.1688
H -0.5468 2.1964 6.5652
H -1.3302 3.6364 7.0007
H -2.1562 2.4209 6.0345
H -4.4763 1.3085 9.1229
H -4.7136 2.8514 9.5011
C -1.0686 -6.1657 -6.4555
C -2.1466 -6.8818 -5.6194
C -2.5090 -5.9939 -4.4059
O -2.7869 -4.6717 -4.9158
C -2.8545 -3.6672 -3.9244
N -3.2948 -7.0757 -6.4832
H -0.6192 -6.6895 -7.2992
H -0.1889 -5.9018 -5.8686
H -1.3646 -5.2497 -6.9670
H -1.8514 -7.8872 -5.3191
H -1.6327 -6.0395 -3.7593
H -3.3803 -6.4151 -3.9043
H -2.5378 -2.7199 -4.3608
H -2.1799 -3.8958 -3.0993
H -3.8609 -3.6064 -3.5104
H -3.8563 -6.2528 -6.3167
H -2.9502 -6.9389 -7.4227
C 1.1106 6.8807 -1.0985
C 0.5741 7.0996 0.3563
C 1.1596 8.3931 0.8944
O 2.5229 8.4880 0.8813
C 3.1595 7.4699 1.6078
N -0.8800 7.1281 0.3399
H 2.1655 6.6536 -1.2528
H 0.8113 7.7094 -1.7402
H 0.4943 6.1972 -1.6827
H 0.8453 6.3948 1.1424
H 0.6730 8.8124 1.7750
H 0.9414 9.1009 0.0947
H 3.1284 6.4313 1.2785
H 2.7288 7.5280 2.6074
H 4.1779 7.8041 1.8061
H -1.2438 7.8238 -0.2955
H -1.2532 6.3008 -0.1033
C 6.7893 -4.1274 -12.2363
C 6.4492 -4.3726 -10.7996
C 5.5496 -3.4091 -10.0801
O 5.4273 -3.6842 -8.6846
C 4.7217 -2.7358 -7.9049
N 5.9179 -5.7091 -10.7841
H 7.4444 -4.8742 -12.6848
H 7.3464 -3.1938 -12.1575
H 5.9180 -4.1182 -12.8911
H 7.4538 -4.3377 -10.3781
H 4.5840 -3.2719 -10.5669
H 6.1231 -2.4823 -10.0927
H 5.2609 -1.7885 -7.9083
H 4.7971 -3.0949 -6.8785
H 3.6676 -2.6374 -8.1642
H 5.1113 -5.6685 -11.3906
H 5.4310 -5.6379 -9.9021
C 4.2129 -3.7115 7.8890
C 2.9032 -3.2732 8.5180
C 2.7574 -1.7672 9.0345
O 3.9931 -1.3863 9.6142
C 4.3301 -1.9751 10.8669
N 1.8679 -3.7106 7.6542
H 4.0690 -4.5747 7.2391
H 4.9571 -3.8646 8.6705
H 4.6639 -2.9398 7.2651
H 2.8340 -3.9061 9.4028
H 1.9141 -1.6820 9.7198
H 2.5734 -1.1275 8.1714
H 3.9490 -1.2723 11.6078
H 5.4017 -2.0648 11.0449
H 3.9793 -2.9707 11.1388
H 1.8548 -4.6852 7.3894
H 0.9918 -3.7106 8.1568
C 2.5039 -2.7902 1.2179
C 1.7915 -1.4951 1.3591
C 1.1180 -0.9117 0.1642
O 2.0888 -0.8223 -0.8936
C 1.6419 -0.0722 -2.0367
N 0.8816 -1.4886 2.5083
H 3.3670 -2.7277 0.5552
H 1.8677 -3.5270 0.7275
H 2.8809 -3.1988 2.1554
H 2.5862 -0.7838 1.5844
H 0.5634 -0.0109 0.4267
H 0.2462 -1.5291 -0.0523
H 0.6943 -0.4696 -2.4004
H 2.3743 -0.2063 -2.8328
H 1.6019 1.0043 -1.8705
H 0.5593 -2.4454 2.5351
H 1.4112 -1.4170 3.3654

## Q
136
Properties=species:S:1:pos:R:3 method="wB97M-V/def2-TZVPD" homo_ev=-9.131 e_lumo_ev=0.2 smiles=COC[C@H](C)N.COC[C@H](C)N.COC[C@H](C)N.COC[C@H](C)N.COC[C@H](C)N.COC[C@H](C)N.COC[C@H](C)N.COC[C@H](C)N charge=0 homo_lumo_gap_ev=9.30
C -0.5256 0.5510 -35.0444
C -1.3103 -0.0783 -33.9308
C -1.1215 -1.6293 -33.7022
O -1.3819 -2.3064 -34.9718
C -2.7981 -2.3318 -35.3370
N -0.9629 0.6509 -32.7114
H -0.7035 1.6233 -34.9619
H -1.0027 0.3004 -35.9919
H 0.4596 0.1113 -35.1996
H -2.3705 -0.0538 -34.1828
H -1.7368 -1.9445 -32.8595
H -0.0987 -1.7786 -33.3562
H -3.3945 -2.6508 -34.4822
H -3.0647 -3.0353 -36.1256
H -3.2031 -1.3842 -35.6920
H -0.9893 1.6556 -32.8114
H 0.0263 0.5869 -32.5175
C -4.5612 -11.5597 -38.9283
C -5.6840 -11.1003 -37.9098
C -6.2360 -9.6520 -38.0966
O -7.4098 -9.4536 -37.2992
C -7.6770 -8.0598 -37.1662
N -6.8952 -11.9995 -37.9727
H -3.9924 -12.4502 -38.6607
H -3.7186 -10.8683 -38.9239
H -4.9786 -11.8037 -39.9052
H -5.2875 -11.0648 -36.8952
H -6.4948 -9.5218 -39.1474
H -5.4698 -8.8925 -37.9407
H -8.6361 -8.1039 -36.6503
H -7.7760 -7.4612 -38.0718
H -7.0236 -7.5301 -36.4730
H -7.5703 -11.6018 -37.3353
H -7.2754 -11.8017 -38.8873
C 1.6769 4.8318 -27.8830
C 2.9041 4.8221 -28.9923
C 2.8744 5.9970 -30.0199
O 1.6823 5.9068 -30.8554
C 1.5497 6.9444 -31.7596
N 4.1718 4.7730 -28.3120
H 1.9105 4.0670 -27.1424
H 0.7763 4.5543 -28.4308
H 1.4011 5.7065 -27.2939
H 2.8291 3.9354 -29.6218
H 3.7714 5.8613 -30.6242
H 2.8815 6.9566 -29.5029
H 1.2171 7.8712 -31.2922
H 0.7816 6.5712 -32.4370
H 2.3776 7.2426 -32.4029
H 4.8793 5.2110 -28.8844
H 4.4237 3.8229 -28.0800
C 3.7074 -2.0183 -28.1149
C 5.2105 -2.1569 -28.4422
C 5.6513 -1.8188 -29.9260
O 5.0318 -2.6658 -30.8736
C 5.7834 -3.8129 -31.1223
N 5.8718 -1.2016 -27.6006
H 3.3585 -1.0176 -28.3696
H 3.3941 -2.1967 -27.0863
H 3.1200 -2.6468 -28.7843
H 5.4657 -3.1680 -28.1251
H 6.7370 -1.7214 -29.9284
H 5.3365 -0.8234 -30.2394
H 6.7355 -3.6332 -31.6218
H 5.2606 -4.3887 -31.8860
H 5.9669 -4.4676 -30.2704
H 6.8492 -1.2083 -27.8552
H 5.7702 -1.3705 -26.6100
C -4.4204 -7.3882 -25.8645
C -3.6372 -7.1878 -27.1812
C -4.4724 -6.4341 -28.1923
O -5.3848 -7.2964 -28.9085
C -6.1076 -6.6599 -29.9191
N -2.5103 -6.2824 -26.8928
H -5.3668 -7.9017 -26.0337
H -4.6979 -6.5050 -25.2891
H -3.7068 -7.9676 -25.2787
H -3.2957 -8.1196 -27.6320
H -3.9959 -5.9322 -29.0344
H -4.9796 -5.6833 -27.5863
H -5.4629 -6.0966 -30.5938
H -6.8180 -5.9339 -29.5239
H -6.5706 -7.3467 -30.6276
H -2.7842 -5.3124 -26.9591
H -1.9101 -6.4371 -27.6903
C -0.7837 -9.3098 -33.4358
C 0.0150 -8.3583 -32.5072
C 0.8776 -9.1254 -31.5038
O 1.2442 -8.1633 -30.4686
C 2.2101 -8.8497 -29.6093
N 0.8100 -7.4710 -33.3038
H -1.2722 -10.0447 -32.7959
H -0.1660 -9.8364 -34.1633
H -1.5352 -8.8807 -34.0986
H -0.7923 -7.8483 -31.9816
H 1.7688 -9.5854 -31.9309
H 0.3326 -9.9176 -30.9904
H 3.1656 -9.0190 -30.1057
H 1.8392 -9.8071 -29.2435
H 2.3445 -8.3996 -28.6257
H 0.1655 -6.9234 -33.8559
H 1.1217 -6.7163 -32.7094
C -5.6246 -0.3304 -29.2438
C -4.9357 0.2779 -27.9368
C -5.6010 0.0340 -26.6148
O -5.1339 0.8596 -25.5611
C -5.5055 2.2578 -25.5790
N -3.5541 -0.1749 -27.9101
H -5.8527 -1.3963 -29.2413
H -4.8977 -0.0727 -30.0140
H -6.5886 0.1516 -29.4068
H -4.8244 1.3602 -28.0029
H -5.3907 -1.0044 -26.3586
H -6.6821 0.1727 -26.6224
H -4.8191 2.8634 -26.1708
H -5.4490 2.6514 -24.5641
H -6.5059 2.4032 -25.9866
H -2.9624 0.3186 -27.2571
H -3.1020 0.3026 -28.6767
C 3.3822 -0.9396 -40.1086
C 2.8401 -2.2116 -40.7572
C 1.9345 -3.0532 -39.8808
O 1.6991 -4.3506 -40.4971
C 1.2848 -5.3875 -39.6726
N 2.3111 -1.8248 -42.0372
H 2.6402 -0.1971 -39.8151
H 4.1594 -0.4450 -40.6913
H 3.9907 -1.2885 -39.2742
H 3.6912 -2.8460 -41.0044
H 1.0080 -2.5701 -39.5705
H 2.4569 -3.2963 -38.9555
H 0.5959 -5.0659 -38.8916
H 2.1813 -5.8276 -39.2360
H 0.8556 -6.0854 -40.3916
H 1.9109 -2.6183 -42.5172
H 3.0195 -1.6157 -42.7261

## R
136
Properties=species:S:1:pos:R:3 method="wB97M-V/def2-TZVPD" homo_ev=-9.000 e_lumo_ev=0.4 smiles=COC[C@H](C)N.COC[C@H](C)N.COC[C@H](C)N.COC[C@H](C)N.COC[C@H](C)N.COC[C@H](C)N.COC[C@H](C)N.COC[C@H](C)N charge=0 homo_lumo_gap_ev=9.36
C 7.7152 -0.7374 6.2043
C 7.0214 -0.8780 4.8250
C 7.1525 -2.2621 4.2035
O 6.9718 -3.3052 5.0745
C 7.3617 -4.5572 4.6230
N 5.6220 -0.5386 5.0555
H 7.6226 0.2202 6.7165
H 8.7861 -0.7281 6.0017
H 7.3701 -1.5383 6.8582
H 7.5042 -0.2252 4.0977
H 8.1774 -2.2690 3.8323
H 6.4795 -2.3837 3.3547
H 6.9071 -4.6103 3.6338
H 7.0298 -5.3302 5.3160
H 8.4254 -4.6475 4.4026
H 5.1465 -1.2314 5.6159
H 5.1607 -0.7555 4.1836
C -4.0226 4.4063 4.2865
C -3.4734 3.9045 5.5649
C -1.9117 3.8852 5.5878
O -1.5375 2.6375 6.2332
C -0.1344 2.5885 6.2969
N -3.9777 4.5365 6.7364
H -3.4087 5.2022 3.8648
H -5.0339 4.8036 4.3733
H -4.1852 3.5667 3.6107
H -3.7992 2.8664 5.6303
H -1.4294 4.7014 6.1257
H -1.7726 3.8316 4.5081
H 0.1786 2.1211 7.2306
H 0.3973 3.5357 6.2071
H 0.1432 1.8121 5.5840
H -3.5840 5.4619 6.6433
H -3.5479 4.1648 7.5714
C -0.2613 4.5549 -5.0175
C -0.4709 5.7066 -5.9377
C 0.5993 5.9331 -7.0499
O 1.8858 6.1333 -6.4583
C 3.0182 6.2368 -7.4161
N -1.7771 5.6175 -6.5432
H 0.7089 4.5275 -4.5215
H -0.3756 3.7249 -5.7147
H -1.0360 4.5827 -4.2513
H -0.5816 6.5453 -5.2504
H 0.3562 6.7910 -7.6767
H 0.6518 4.9418 -7.5001
H 3.2488 5.3230 -7.9637
H 3.9195 6.4726 -6.8504
H 2.9390 7.1749 -7.9656
H -1.8469 4.7466 -7.0499
H -2.5747 5.4716 -5.9409
C -5.5532 -5.0447 -1.2667
C -5.1806 -4.9770 -2.7958
C -6.3812 -5.2057 -3.7386
O -6.8249 -6.5282 -3.4971
C -8.2534 -6.6582 -3.1922
N -4.5083 -3.7895 -3.1862
H -5.8456 -4.1823 -0.6676
H -4.7913 -5.4143 -0.5804
H -6.3588 -5.7578 -1.0917
H -4.5618 -5.8373 -3.0505
H -6.1020 -5.0987 -4.7867
H -7.0740 -4.4063 -3.4758
H -8.7249 -6.0230 -2.4423
H -8.4523 -7.7174 -3.0291
H -8.7847 -6.3814 -4.1029
H -3.6025 -3.7169 -2.7453
H -5.0162 -3.0421 -2.7350
C 4.9440 2.0398 -0.5365
C 4.5677 1.1412 -1.7698
C 5.7740 0.6282 -2.5238
O 5.5644 0.7156 -3.9434
C 5.7969 2.0386 -4.4640
N 3.7947 -0.0139 -1.3759
H 5.2412 1.4445 0.3269
H 3.9945 2.5673 -0.4457
H 5.7927 2.6889 -0.7519
H 4.0150 1.7902 -2.4491
H 6.1372 -0.3771 -2.3109
H 6.6425 1.2659 -2.3592
H 5.4114 2.8440 -3.8389
H 5.3695 2.0121 -5.4664
H 6.8665 2.1030 -4.6642
H 2.8784 0.3489 -1.1547
H 3.7270 -0.4588 -2.2800
C -2.6263 -0.1310 2.0532
C -1.7670 0.0266 0.8308
C -2.3395 1.0104 -0.2560
O -3.6293 0.5834 -0.7228
C -4.1091 1.2039 -1.8871
N -0.5638 0.5915 1.3816
H -2.0913 -0.7247 2.7944
H -3.6486 -0.4732 1.8924
H -2.7419 0.7891 2.6259
H -1.5439 -0.8893 0.2837
H -1.6084 0.9836 -1.0640
H -2.4390 2.0322 0.1103
H -5.1790 1.0149 -1.9750
H -3.7517 0.7536 -2.8131
H -3.9597 2.2832 -1.9178
H -0.1824 -0.1578 1.9412
H -0.8373 1.3059 2.0411
C -5.6389 -1.4586 10.3857
C -4.7038 -1.5781 9.1735
C -5.1886 -2.4627 8.0628
O -4.1838 -2.4283 6.9908
C -4.2417 -3.6227 6.1093
N -4.4373 -0.2392 8.7078
H -6.6592 -1.3721 10.0119
H -5.4508 -0.7180 11.1631
H -5.7310 -2.3510 11.0048
H -3.6988 -1.9148 9.4275
H -6.2394 -2.3585 7.7923
H -5.2530 -3.4634 8.4900
H -4.0745 -4.5766 6.6095
H -3.4024 -3.5506 5.4175
H -5.1661 -3.5677 5.5344
H -3.9650 -0.3867 7.8273
H -5.3516 0.1150 8.4657
C 1.9778 -0.5398 -6.3757
C 2.6156 -1.8412 -6.9344
C 3.3636 -1.6309 -8.2439
O 3.7627 -2.8242 -8.7463
C 4.7634 -2.8571 -9.8115
N 3.5707 -2.2277 -5.8953
H 1.3032 -0.0048 -7.0442
H 2.7223 0.2400 -6.5356
H 1.6168 -0.5402 -5.3472
H 1.8539 -2.6187 -6.9920
H 4.2415 -1.0384 -7.9863
H 2.6634 -1.0998 -8.8887
H 5.7269 -3.1680 -9.4079
H 4.9642 -1.9435 -10.3711
H 4.6062 -3.6998 -10.4847
H 4.3121 -2.8416 -6.2014
H 4.0793 -1.3628 -5.7805

## S
136
Properties=species:S:1:pos:R:3 method="wB97M-V/def2-TZVPD" homo_ev=-8.693 e_lumo_ev=0.5 smiles=COC[C@H](C)N.COC[C@H](C)N.COC[C@H](C)N.COC[C@H](C)N.COC[C@H](C)N.COC[C@H](C)N.COC[C@H](C)N.COC[C@H](C)N charge=0 homo_lumo_gap_ev=9.18
C -4.3382 3.8771 0.6093
C -3.7908 4.8341 -0.4262
C -4.1089 6.2763 -0.2332
O -5.5110 6.4292 -0.2347
C -5.9046 7.6813 0.2202
N -2.3283 4.6175 -0.5525
H -4.1308 2.8615 0.2703
H -5.3992 3.9906 0.8305
H -3.8304 4.0232 1.5713
H -4.2016 4.5787 -1.4197
H -3.6921 6.7977 -1.1155
H -3.6177 6.6866 0.6572
H -5.4476 7.9425 1.1863
H -6.9797 7.6739 0.3990
H -5.6468 8.4653 -0.5039
H -2.0212 5.0043 -1.4408
H -2.1974 3.6099 -0.6586
C 1.5588 3.7344 -1.0700
C 1.7875 2.2484 -0.8856
C 1.5309 1.8180 0.5284
O 2.4794 2.2418 1.4878
C 3.8173 1.8836 1.2237
N 0.8084 1.5514 -1.7501
H 0.5178 3.9772 -0.8581
H 1.7690 4.0390 -2.0990
H 2.2144 4.3113 -0.4105
H 2.7552 1.9069 -1.2553
H 1.3434 0.7376 0.6222
H 0.6160 2.3310 0.8446
H 3.9448 0.7984 1.1526
H 4.4127 2.2108 2.0812
H 4.2264 2.4139 0.3564
H 0.7575 0.5581 -1.5102
H 1.1333 1.5246 -2.7154
C 5.7210 -5.7339 1.9432
C 5.5450 -4.4088 2.6794
C 4.1826 -4.3087 3.2763
O 3.1397 -4.4618 2.3491
C 2.9681 -3.3895 1.4587
N 6.5358 -4.2600 3.7446
H 5.2234 -5.6532 0.9767
H 5.2234 -6.5452 2.4827
H 6.7594 -6.0428 1.8336
H 5.6752 -3.5978 1.9519
H 4.0493 -3.3681 3.8441
H 4.0054 -5.0646 4.0466
H 2.4938 -3.7281 0.5374
H 3.9059 -2.8909 1.1965
H 2.3110 -2.6132 1.8888
H 6.6843 -3.2678 3.9340
H 7.4418 -4.5153 3.3517
C -1.2478 -0.4272 3.7872
C -1.4062 -1.8543 4.3085
C -0.4002 -2.8037 3.7086
O -0.8549 -4.1078 3.9219
C 0.0689 -5.0688 3.4652
N -1.2137 -1.8244 5.7902
H -1.9196 0.2457 4.3203
H -1.4269 -0.3610 2.7129
H -0.2264 -0.0787 3.9689
H -2.4101 -2.2217 4.0683
H 0.5846 -2.6686 4.1819
H -0.2574 -2.5736 2.6369
H 0.0968 -5.1655 2.3769
H -0.2018 -6.0477 3.8718
H 1.0653 -4.8743 3.8778
H -1.4226 -2.7638 6.1272
H -1.9459 -1.2384 6.1854
C -3.2826 -0.1604 -1.8056
C -2.6655 -0.0712 -0.4290
C -1.7057 -1.2289 -0.1798
O -0.5010 -1.0145 -0.8873
C 0.3397 -2.1334 -0.7827
N -2.0698 1.2439 -0.2194
H -3.9630 0.6737 -1.9772
H -3.9170 -1.0513 -1.8508
H -2.5152 -0.1952 -2.5758
H -3.4276 -0.1698 0.3581
H -2.1903 -2.1312 -0.5848
H -1.4706 -1.4071 0.8762
H 0.4912 -2.4389 0.2607
H 1.2980 -1.9077 -1.2500
H -0.1051 -2.9918 -1.3109
H -1.3309 1.3587 -0.9195
H -1.5906 1.3250 0.6729
C 6.4232 0.0985 -1.9417
C 5.0396 0.0995 -2.5785
C 4.0252 -0.6004 -1.6932
O 4.3805 -1.9020 -1.3166
C 4.5239 -2.7972 -2.3823
N 4.5958 1.4176 -3.0131
H 7.1975 0.4824 -2.6091
H 6.7267 -0.9191 -1.6737
H 6.4419 0.7067 -1.0309
H 5.1456 -0.5299 -3.4712
H 3.0364 -0.5146 -2.1809
H 3.8898 -0.0597 -0.7532
H 3.6924 -2.7205 -3.0957
H 4.5743 -3.8078 -1.9876
H 5.4462 -2.6116 -2.9492
H 4.4320 2.0385 -2.2278
H 5.2852 1.8684 -3.5989
C -0.8421 2.6388 -4.8383
C -1.3899 3.6210 -3.7929
C -0.9456 5.0238 -4.1067
O -1.6010 5.9337 -3.2332
C -1.2007 7.2635 -3.4728
N -2.8636 3.4802 -3.7252
H -1.1315 2.9579 -5.8393
H -1.2109 1.6448 -4.6066
H 0.2546 2.6054 -4.7885
H -1.0134 3.3529 -2.8036
H -1.1628 5.3129 -5.1454
H 0.1365 5.1197 -3.9240
H -1.2740 7.4915 -4.5456
H -0.1848 7.4507 -3.1159
H -1.9197 7.9122 -2.9750
H -3.1757 3.8023 -2.8070
H -3.3056 4.1335 -4.3701
C -4.1972 -2.9917 1.9796
C -4.6495 -3.6863 0.6856
C -3.7852 -4.8785 0.3240
O -2.4169 -4.6088 0.5672
C -1.6281 -5.6007 0.0105
N -6.0652 -4.1030 0.8472
H -3.1214 -2.7820 1.9570
H -4.4010 -3.5874 2.8697
H -4.6603 -2.0075 2.0918
H -4.6453 -2.9637 -0.1345
H -3.9401 -5.0978 -0.7423
H -4.1051 -5.7640 0.8975
H -0.5729 -5.4179 0.1992
H -1.7645 -5.6684 -1.0786
H -1.8981 -6.5751 0.4415
H -6.1850 -4.6266 1.7045
H -6.6578 -3.2863 0.8714

What should be chosen as the most stable of them? Choose S.